Record 1
DFT (the ωB97M-V functional and the def2-TZVPD basis) results for C5H10 in the gas phase.

Its charge is 0. The energy above the lowest of the compared OMol25 structures with the same formula, charge and spin comes out at 82.8 kJ/mol. As for the energy: -5346.4075 eV. Its frontier orbital gap is 11.855 eV. The LUMO energy is 1.33 eV.

```
15
Properties=species:S:1:pos:R:3:forces:R:3
C -0.625806 0.699929 1.604138 0.0 0.0 0.1
C 0.180050 -0.127066 0.598143 0.0 0.0 0.1
C 0.894204 0.605198 -0.564726 0.1 0.2 0.0
C 0.414413 -0.498310 -1.532883 0.0 -0.1 -0.2
C -0.585806 -0.971036 -0.454067 -0.1 -0.1 0.0
H -0.614410 0.244169 2.600047 0.0 0.1 -0.1
H -0.229639 1.719239 1.697843 0.0 -0.2 0.0
H -1.678140 0.795682 1.304951 0.2 0.0 0.0
H 0.907423 -0.760736 1.122459 -0.1 0.1 -0.1
H 0.434172 1.577796 -0.775396 0.0 -0.2 0.0
H 1.976914 0.745755 -0.469104 -0.2 0.0 0.0
H 1.189381 -1.243507 -1.738868 -0.1 0.1 0.1
H -0.006652 -0.167119 -2.486833 0.1 -0.1 0.1
H -0.663883 -2.050596 -0.280647 0.0 0.2 0.0
H -1.592221 -0.569397 -0.625057 0.2 -0.1 0.0
```
Forces are in eV/Å.

Atomic partial charges in e from the Löwdin method, atoms 1 to 6: atom 1 (C): -0.08, atom 2 (C): -0.37, atom 3 (C): -0.16, atom 4 (C): -0.18, atom 5 (C): -0.16, atom 6 (H): 0.07

=====

Record 2
DFT (the ωB97M-V functional and the def2-TZVPD basis) results for a molecular structure, C5H10 in a non-equilibrium geometry.

Its expectation value of S² is 0.824. Its spin multiplicity is 2. Its charge is +1. The energy above the lowest of the compared OMol25 structures with the same formula, charge and spin comes out at 446.6 kJ/mol. As for the energy: -5333.0067 eV. Its frontier orbital gap (spin up / spin down) is 6.760 / 8.528 eV. The LUMO energy (spin up / spin down) is -6.61 / -6.50 eV.

```
15
Properties=species:S:1:pos:R:3:forces:R:3
C 0.270065 0.976052 -0.803272 0.5 0.3 1.8
C 0.099405 -0.028606 0.292917 -1.7 0.3 0.4
C 1.164316 -0.762888 0.856286 3.0 -2.9 1.7
C 1.188469 -1.707473 -0.293380 -0.6 0.3 1.0
C 1.934211 -0.897380 2.138682 -2.1 0.9 -4.0
H -0.661325 0.987733 -1.403647 0.8 0.3 0.1
H 0.416435 2.026843 -0.210066 -0.2 -2.2 -1.6
H 1.211151 0.595274 -1.325442 -1.3 1.4 0.4
H -0.927277 -0.378696 0.659170 1.1 0.7 -0.9
H -5.541740 2.365257 -1.499264 -0.7 0.8 -1.4
H 0.140064 -1.828373 -0.893458 3.1 -0.1 1.1
H 2.199771 -2.264929 -0.466611 -2.3 0.9 -0.1
H -5.867885 2.726721 -2.130512 0.7 -0.8 1.4
H 2.889733 -1.475537 2.103819 -1.2 0.5 0.4
H 1.484607 -0.333998 2.974771 1.0 -0.3 -0.4
```
Forces are in eV/Å.

Atomic partial charges in e from the Löwdin method, atoms 1 to 6: atom 1 (C): -0.02, atom 2 (C): -0.02, atom 3 (C): -0.33, atom 4 (C): 0.10, atom 5 (C): 0.19, atom 6 (H): 0.11

=====

Record 3
DFT (the ωB97M-V functional and the def2-TZVPD basis) results for a molecular structure, C5H10AlClFeNO2 in a non-equilibrium geometry.

Its expectation value of S² is 6.019. Its spin multiplicity is 5. Its charge is +1. As for the energy: -64424.9595 eV. Its frontier orbital gap (spin up / spin down) is 3.783 / 3.118 eV. The LUMO energy (spin up / spin down) is -8.55 / -9.05 eV.

```
21
Properties=species:S:1:pos:R:3:forces:R:3
N 1.763985 0.452684 1.908598 -0.9 -0.7 -0.5
C 0.552970 1.099070 1.727727 0.5 -1.3 0.1
O 0.516423 2.275910 1.710529 -0.6 2.5 0.0
C -0.797602 0.366105 1.607063 0.0 -1.2 0.0
C -0.757961 -1.054579 0.937368 -1.7 -0.2 2.4
Al 0.092492 -1.015706 -0.958090 0.8 -0.2 -1.9
C -0.717897 0.502398 -2.043264 0.0 -0.4 0.1
C 0.383807 1.009575 -2.948127 -1.2 -2.1 0.6
O 0.712073 2.111460 -3.002622 1.1 3.1 -0.2
Cl 1.272748 -0.181357 -3.971647 -0.4 -0.4 0.3
H 2.480745 1.081497 1.556762 0.2 -0.2 0.3
H 1.815209 -0.452349 1.452182 0.3 0.1 0.0
H -1.436971 0.992988 0.978146 0.2 0.0 0.1
H -1.276991 0.317849 2.596324 0.3 0.3 -0.1
H -1.853754 -1.404486 0.863421 0.3 0.1 -0.5
H -0.235260 -1.814269 1.631539 1.3 0.3 -0.7
H 0.003341 -2.446672 -1.648613 -0.4 -0.3 0.4
H 1.648478 -0.686126 -0.718370 -0.1 0.0 0.5
H -1.558100 0.160661 -2.665001 0.3 -0.2 0.2
H -1.069814 1.351327 -1.445470 0.2 0.0 -0.3
Fe -1.537921 -2.665979 2.431547 -0.1 0.7 -0.7
```
Forces are in eV/Å.

Atomic partial charges in e from the Löwdin method, atoms 1 to 6: atom 1 (N): 0.16, atom 2 (C): -0.57, atom 3 (O): 0.13, atom 4 (C): -0.15, atom 5 (C): -0.30, atom 6 (Al): 0.36

=====

Record 4
DFT (the ωB97M-V functional and the def2-TZVPD basis) results for 2 unconnected molecules or ions with the total composition C5H10BNO10S2.

Its charge is -2. The energy above the lowest of the compared OMol25 structures with the same formula, charge and spin comes out at 0.0 kJ/mol. As for the energy: -49660.4981 eV. Its frontier orbital gap is 1.555 eV. The LUMO energy is 2.67 eV.

```
29
Properties=species:S:1:pos:R:3:forces:R:3
O -2.562992 2.019228 1.015666 0.4 -0.1 0.1
C -1.761865 1.149487 1.010825 -0.5 0.3 -0.2
O -1.054731 0.754378 2.148335 0.1 -0.1 0.2
C -1.414369 0.355473 -0.230669 0.1 -0.1 -0.1
C -0.145953 0.928096 -0.922447 -0.4 -0.5 0.0
C 0.840986 -0.125713 -1.437586 0.1 0.4 -0.1
N 2.079321 -0.220977 -0.613113 0.0 -0.3 -0.2
S 1.782642 -1.030054 0.880631 0.0 -0.1 0.2
C 3.099958 -0.889636 -1.346748 0.3 0.4 -0.3
O 4.063691 -0.344538 -1.810600 -0.4 -0.4 0.2
O 2.841305 -2.221146 -1.551943 0.2 0.2 0.1
B 3.741042 -3.175354 -1.094048 -0.1 -0.4 0.1
O 3.330172 -4.492982 -1.162660 0.6 0.2 -0.4
O 4.957522 -2.844902 -0.551871 0.1 -0.3 -0.2
H -0.161398 1.111507 2.115097 0.0 0.0 0.0
H -2.277027 0.456608 -0.887366 0.0 -0.1 0.0
H -1.280748 -0.700403 0.010211 0.0 0.0 0.1
H -0.499097 1.470019 -1.799133 0.2 0.3 0.2
H 0.373190 1.617782 -0.256521 0.1 0.1 -0.2
H 1.186466 0.162375 -2.434280 0.0 -0.1 0.0
H 0.355008 -1.101905 -1.520254 0.0 -0.1 0.0
H 2.417088 -0.159290 1.674961 0.0 0.1 0.0
H 3.049913 -4.705196 -2.060399 -0.5 -0.1 0.3
H 5.523708 -2.374901 -1.175447 -0.2 0.4 0.3
O -5.187332 3.827144 1.366159 0.0 0.0 0.0
S -5.693526 2.874577 2.399833 -0.1 0.0 0.0
O -7.056811 3.301954 2.847019 0.0 0.0 0.0
O -4.768718 2.860757 3.573432 0.0 0.0 0.0
O -5.777447 1.497612 1.812915 0.1 0.0 0.0
```
Forces are in eV/Å.

Atomic partial charges in e from the Löwdin method, atoms 1 to 6: atom 1 (O): 0.20, atom 2 (C): -0.50, atom 3 (O): 0.04, atom 4 (C): -0.10, atom 5 (C): -0.16, atom 6 (C): -0.23

=====

Record 5
DFT (the ωB97M-V functional and the def2-TZVPD basis) results for a molecular structure, C5H10BaO5 in a non-equilibrium geometry.

Its expectation value of S² is 0.753. Its spin multiplicity is 2. Its charge is +1. The energy above the lowest of the compared OMol25 structures with the same formula, charge and spin comes out at 0.0 kJ/mol. As for the energy: -16270.5674 eV. Its frontier orbital gap (spin up / spin down) is 4.395 / 6.685 eV. The LUMO energy (spin up / spin down) is -5.13 / -5.13 eV.

```
21
Properties=species:S:1:pos:R:3:forces:R:3
C -0.712755 -0.435839 0.887786 -0.5 0.1 0.8
C -1.779979 -1.258642 0.283584 -0.2 -0.7 -0.2
O -1.770568 -1.098742 -1.175581 0.4 0.3 0.1
C -2.688254 -1.726714 -1.858577 -2.2 0.0 -0.3
O -3.480853 -2.560697 -1.318225 -0.2 -0.9 -0.2
O -2.896940 -1.382602 -3.064316 0.0 -0.6 -1.1
O 0.116365 -1.143478 1.697164 0.8 0.4 0.2
Ba -4.888348 -3.151735 -3.752605 2.0 1.4 1.8
H -0.994975 0.560389 1.243421 0.3 -0.1 -0.3
H -2.761723 -0.945695 0.657209 0.0 0.0 -0.3
H -1.664780 -2.331498 0.483161 0.1 0.4 0.2
H 0.774356 -0.555175 2.132215 -0.6 -0.3 -0.4
H 0.920395 0.945411 0.069383 3.0 2.1 -1.1
C 1.819382 1.781299 -0.288854 -2.8 -1.5 0.6
C 3.078387 1.784109 0.536567 0.3 -0.3 0.2
O 2.724196 1.702919 1.916026 -0.3 -0.1 0.1
H 2.044710 1.619729 -1.349298 -0.1 -0.1 0.2
H 1.280125 2.731772 -0.188704 0.2 -0.1 -0.1
H 3.650987 2.709970 0.362899 -0.2 -0.2 -0.1
H 3.725754 0.935822 0.261462 -0.2 0.2 0.1
H 3.504509 1.819399 2.465275 0.0 0.0 -0.1
```
Forces are in eV/Å.

Atomic partial charges in e from the Löwdin method, atoms 1 to 6: atom 1 (C): -0.17, atom 2 (C): -0.12, atom 3 (O): 0.05, atom 4 (C): -0.84, atom 5 (O): -0.18, atom 6 (O): -0.22

=====

Record 6
DFT (the ωB97M-V functional and the def2-TZVPD basis) results for a molecular structure, C5H10BaO5 in a non-equilibrium geometry.

Its expectation value of S² is 0.753. Its spin multiplicity is 2. Its charge is +1. The energy above the lowest of the compared OMol25 structures with the same formula, charge and spin comes out at 1.7 kJ/mol. As for the energy: -16270.5498 eV. Its frontier orbital gap (spin up / spin down) is 4.726 / 6.821 eV. The LUMO energy (spin up / spin down) is -5.17 / -5.17 eV.

```
21
Properties=species:S:1:pos:R:3:forces:R:3
C -0.680598 -1.044860 -1.386442 1.1 -0.2 1.5
C -1.528108 0.195550 -1.563079 0.0 0.2 -0.5
O -1.920319 0.659469 -0.260964 0.3 -0.3 0.3
C -2.684982 1.718111 -0.188916 -1.2 1.3 -0.2
O -3.073046 2.341749 -1.223724 -0.3 0.6 -0.2
O -3.066739 2.112988 0.954793 -0.5 0.7 0.6
O -0.460410 -1.572125 -2.665496 0.3 -0.7 -0.4
Ba -4.626376 4.298367 0.266500 1.8 -2.4 -0.4
H -1.207297 -1.764996 -0.737210 0.0 0.2 -0.2
H -2.427678 -0.039709 -2.146107 0.3 0.0 0.1
H -0.965968 0.985378 -2.076628 -0.2 -0.2 0.1
H -0.087346 -2.472016 -2.598071 -0.3 0.8 0.0
H 0.305885 -0.815294 -0.841853 -1.3 -0.1 -0.7
C 2.896031 -0.578186 0.664486 0.6 0.2 -0.1
C 2.832373 -0.813252 2.125646 -0.1 -0.1 0.2
O 2.074567 0.221843 2.742790 -0.1 0.1 -0.1
H 3.353653 -1.340607 0.034103 -0.3 0.1 0.2
H 2.978068 0.448889 0.304569 -0.2 -0.3 0.1
H 3.851326 -0.826927 2.561731 -0.1 -0.1 -0.2
H 2.385895 -1.800185 2.339488 0.1 0.2 -0.1
H 2.051071 0.085813 3.694382 0.1 -0.1 -0.1
```
Forces are in eV/Å.

Atomic partial charges in e from the Löwdin method, atoms 1 to 6: atom 1 (C): -0.25, atom 2 (C): -0.14, atom 3 (O): 0.05, atom 4 (C): -0.83, atom 5 (O): -0.17, atom 6 (O): -0.21

=====

Repeat the third record exactly.
DFT (the ωB97M-V functional and the def2-TZVPD basis) results for a molecular structure, C5H10AlClFeNO2 in a non-equilibrium geometry.

Its expectation value of S² is 6.019. Its spin multiplicity is 5. Its charge is +1. As for the energy: -64424.9595 eV. Its frontier orbital gap (spin up / spin down) is 3.783 / 3.118 eV. The LUMO energy (spin up / spin down) is -8.55 / -9.05 eV.

```
21
Properties=species:S:1:pos:R:3:forces:R:3
N 1.763985 0.452684 1.908598 -0.9 -0.7 -0.5
C 0.552970 1.099070 1.727727 0.5 -1.3 0.1
O 0.516423 2.275910 1.710529 -0.6 2.5 0.0
C -0.797602 0.366105 1.607063 0.0 -1.2 0.0
C -0.757961 -1.054579 0.937368 -1.7 -0.2 2.4
Al 0.092492 -1.015706 -0.958090 0.8 -0.2 -1.9
C -0.717897 0.502398 -2.043264 0.0 -0.4 0.1
C 0.383807 1.009575 -2.948127 -1.2 -2.1 0.6
O 0.712073 2.111460 -3.002622 1.1 3.1 -0.2
Cl 1.272748 -0.181357 -3.971647 -0.4 -0.4 0.3
H 2.480745 1.081497 1.556762 0.2 -0.2 0.3
H 1.815209 -0.452349 1.452182 0.3 0.1 0.0
H -1.436971 0.992988 0.978146 0.2 0.0 0.1
H -1.276991 0.317849 2.596324 0.3 0.3 -0.1
H -1.853754 -1.404486 0.863421 0.3 0.1 -0.5
H -0.235260 -1.814269 1.631539 1.3 0.3 -0.7
H 0.003341 -2.446672 -1.648613 -0.4 -0.3 0.4
H 1.648478 -0.686126 -0.718370 -0.1 0.0 0.5
H -1.558100 0.160661 -2.665001 0.3 -0.2 0.2
H -1.069814 1.351327 -1.445470 0.2 0.0 -0.3
Fe -1.537921 -2.665979 2.431547 -0.1 0.7 -0.7
```
Forces are in eV/Å.

Atomic partial charges in e from the Löwdin method, atoms 1 to 6: atom 1 (N): 0.16, atom 2 (C): -0.57, atom 3 (O): 0.13, atom 4 (C): -0.15, atom 5 (C): -0.30, atom 6 (Al): 0.36

=====

Question: Look up the charge of the second one.
Answer: +1

=====

Repeat the fourth record exactly.
DFT (the ωB97M-V functional and the def2-TZVPD basis) results for 2 unconnected molecules or ions with the total composition C5H10BNO10S2.

Its charge is -2. The energy above the lowest of the compared OMol25 structures with the same formula, charge and spin comes out at 0.0 kJ/mol. As for the energy: -49660.4981 eV. Its frontier orbital gap is 1.555 eV. The LUMO energy is 2.67 eV.

```
29
Properties=species:S:1:pos:R:3:forces:R:3
O -2.562992 2.019228 1.015666 0.4 -0.1 0.1
C -1.761865 1.149487 1.010825 -0.5 0.3 -0.2
O -1.054731 0.754378 2.148335 0.1 -0.1 0.2
C -1.414369 0.355473 -0.230669 0.1 -0.1 -0.1
C -0.145953 0.928096 -0.922447 -0.4 -0.5 0.0
C 0.840986 -0.125713 -1.437586 0.1 0.4 -0.1
N 2.079321 -0.220977 -0.613113 0.0 -0.3 -0.2
S 1.782642 -1.030054 0.880631 0.0 -0.1 0.2
C 3.099958 -0.889636 -1.346748 0.3 0.4 -0.3
O 4.063691 -0.344538 -1.810600 -0.4 -0.4 0.2
O 2.841305 -2.221146 -1.551943 0.2 0.2 0.1
B 3.741042 -3.175354 -1.094048 -0.1 -0.4 0.1
O 3.330172 -4.492982 -1.162660 0.6 0.2 -0.4
O 4.957522 -2.844902 -0.551871 0.1 -0.3 -0.2
H -0.161398 1.111507 2.115097 0.0 0.0 0.0
H -2.277027 0.456608 -0.887366 0.0 -0.1 0.0
H -1.280748 -0.700403 0.010211 0.0 0.0 0.1
H -0.499097 1.470019 -1.799133 0.2 0.3 0.2
H 0.373190 1.617782 -0.256521 0.1 0.1 -0.2
H 1.186466 0.162375 -2.434280 0.0 -0.1 0.0
H 0.355008 -1.101905 -1.520254 0.0 -0.1 0.0
H 2.417088 -0.159290 1.674961 0.0 0.1 0.0
H 3.049913 -4.705196 -2.060399 -0.5 -0.1 0.3
H 5.523708 -2.374901 -1.175447 -0.2 0.4 0.3
O -5.187332 3.827144 1.366159 0.0 0.0 0.0
S -5.693526 2.874577 2.399833 -0.1 0.0 0.0
O -7.056811 3.301954 2.847019 0.0 0.0 0.0
O -4.768718 2.860757 3.573432 0.0 0.0 0.0
O -5.777447 1.497612 1.812915 0.1 0.0 0.0
```
Forces are in eV/Å.

Atomic partial charges in e from the Löwdin method, atoms 1 to 6: atom 1 (O): 0.20, atom 2 (C): -0.50, atom 3 (O): 0.04, atom 4 (C): -0.10, atom 5 (C): -0.16, atom 6 (C): -0.23